A molecular structure, C19H18BrN4OPdS, computed with wB97M-V/def2-TZVPD.

```
45
C19H18BrN4OPdS | the OMol25 dataset | wB97M-V/def2-TZVPD
Pd 0.96067 -0.69037 0.03081
Br -4.39679 -1.20965 -5.05648
C -3.00622 -1.56861 -3.80436
C -1.92707 -2.38703 -4.17371
C -0.92550 -2.64270 -3.28070
C -0.90032 -2.09515 -1.94832
O 0.07495 -2.33939 -1.17903
C -2.05434 -1.31248 -1.59370
C -2.29105 -0.80884 -0.26482
N -1.52297 -0.96706 0.75292
C -2.02362 -0.57758 1.99913
C -3.30367 -0.85441 2.41478
C -3.75411 -0.48206 3.70286
C -2.92688 0.15058 4.58143
C -1.58823 0.43098 4.20037
C -0.66032 1.07730 5.05264
C 0.60822 1.30984 4.61456
C 0.96537 0.88944 3.30933
N 0.13080 0.29947 2.50149
C -1.13444 0.06477 2.92139
C -3.06551 -1.05672 -2.53858
H -1.89388 -2.81645 -5.16764
H -0.09851 -3.28251 -3.56319
H -3.23694 -0.26243 -0.13703
H -3.96335 -1.39417 1.74728
H -4.77263 -0.71273 3.99118
H -3.27072 0.43554 5.56869
H -0.97261 1.37851 6.04653
H 1.34133 1.79939 5.24223
H 1.96764 1.03711 2.91656
H -3.91378 -0.45095 -2.23961
C 2.41858 -0.99245 -3.35484
N 2.60388 -0.00424 -2.30871
C 2.74470 -0.47141 -0.97137
S 2.80801 0.72081 0.29717
N 3.54144 -1.65356 -0.93393
C 3.88956 -2.18332 0.36980
H 2.11451 -0.47924 -4.26686
H 1.66232 -1.74683 -3.10946
H 3.36240 -1.49918 -3.56732
H 1.88522 0.70481 -2.31426
H 3.07735 -2.36491 -1.48644
H 4.53267 -1.47720 0.89317
H 4.43664 -3.11748 0.22793
H 3.01998 -2.36894 1.01191
```

Energy above the lowest of the compared OMol25 structures with the same formula, charge and spin   0.0 kcal/mol
HOMO energy   -3.8 eV
Electronic energy   -112362.7043 eV
Total charge   -1
Lowest unoccupied orbital energy   2.59 eV
Frontier orbital gap   6.35 eV